A molecular structure, C13H11AsI2N2O5ReS5 in a non-equilibrium geometry. Source: OMol25; level of theory: the ωB97M-V functional and the def2-TZVPD basis.

Geometry as XYZ:
```
40
Properties=species:S:1:pos:R:3:forces:R:3
Re 9.17849 -10.85747 4.86085 -0.6504 0.1891 0.1773
I 14.31104 -7.73751 0.02065 -0.4870 0.0876 0.0056
C 12.62974 -8.33759 1.13495 1.3938 0.0548 -0.3756
C 11.38951 -7.80786 0.99181 -2.0369 0.5470 0.2093
C 10.34938 -8.22768 1.82712 0.1190 -0.4430 -0.0433
I 8.40044 -7.60294 1.49714 0.0438 0.0928 0.1548
C 10.60018 -9.21826 2.77358 0.1876 0.2093 -0.1243
O 9.60957 -9.64997 3.58557 -0.4006 0.2888 0.1802
C 11.84260 -9.81095 2.88090 1.0461 0.0329 -0.6094
C 12.08763 -11.07434 3.64816 0.6210 -0.0042 0.5491
N 11.31317 -11.27256 4.91133 0.9015 -0.2931 -0.8260
C 11.66895 -12.62345 5.40528 -0.9835 0.6775 1.2944
C 10.72967 -12.90436 6.53793 -0.5361 -0.9895 0.7181
C 10.99056 -13.88699 7.50643 -0.7656 0.9525 -0.8518
C 9.94043 -14.22210 8.36692 0.7825 -0.4974 0.3168
C 8.73298 -13.54237 8.35277 0.2620 0.2587 -0.7680
C 8.58847 -12.54219 7.40205 0.0886 -0.5129 0.1851
N 9.52869 -12.27824 6.48041 0.5104 -0.2147 0.1709
C 12.86144 -9.33744 2.04873 -0.4942 -0.4008 0.7090
H 11.07746 -7.07914 0.26534 0.5449 0.2379 -0.3398
H 13.15132 -11.19635 3.92471 -0.3060 0.3475 -0.3064
H 11.86314 -11.92293 3.01018 -0.2274 -0.1381 -0.1137
H 11.58590 -10.57458 5.60039 0.4303 -0.0116 0.1088
H 12.68835 -12.65997 5.76318 0.3798 -0.0879 -0.1840
H 11.46523 -13.37323 4.65132 0.2736 0.0199 -0.4153
H 11.96224 -14.38337 7.48006 -0.4146 0.0421 0.2779
H 10.11140 -15.04203 9.05706 -0.1642 0.1072 0.0456
H 7.88835 -13.80711 8.97850 0.2623 0.1057 0.0872
H 7.68808 -11.96994 7.33934 -0.3629 0.2197 -0.0070
H 13.84832 -9.74603 2.07171 0.3680 -0.4251 0.2959
S 5.78221 -13.91462 4.25184 0.6346 0.0760 -0.2206
As 7.03853 -13.00458 2.92638 -1.3145 0.1097 0.1579
S 9.12930 -12.75099 3.58250 -0.1816 -0.3176 -0.3468
S 7.08260 -10.37666 5.15430 -0.5896 0.2300 1.3921
S 6.49753 -11.92570 1.30748 0.3634 -0.1069 0.0315
O 6.98607 -9.43729 6.60395 1.1821 -0.2113 -1.2295
S 8.46068 -8.65980 7.01220 -2.4899 1.7663 -0.7596
O 8.40728 -8.50288 8.41658 0.2828 -0.5856 -0.0239
O 9.37576 -9.76069 6.54407 1.5541 -0.2159 0.1415
O 8.54817 -7.49081 6.18151 0.1726 -1.1975 0.3359
```
Positions in Å, forces in eV/Å.

Calculated values
Total charge: +1
Multiplicity: 1
ΔE to the lowest compared entry with this formula, charge and spin, kcal/mol: 0.0

***

A molecular structure, C13H11Br2FPdTe in a non-equilibrium geometry. Source: OMol25; level of theory: the ωB97M-V functional and the def2-TZVPD basis.

Geometry as XYZ:
```
29
Properties=species:S:1:pos:R:3:forces:R:3
Pd -1.51284 -1.11290 0.80888 -0.3307 -0.6968 0.7115
Br -4.24483 -2.12900 1.11074 -0.0337 0.0871 0.1172
C -3.40238 -3.66914 1.89097 0.0074 -0.0103 0.0037
Br -1.48034 -3.60568 1.55898 0.0042 0.1597 -0.1107
H -3.78796 -4.56792 1.42597 0.0106 0.0005 -0.0102
H -3.54482 -3.64899 2.96382 -0.0066 -0.0149 -0.0001
F -1.66307 4.87114 0.18849 0.0361 0.0003 0.0125
C -1.53745 3.57677 0.18461 -0.2279 -0.0015 -0.1076
C -0.37742 3.01687 0.72407 0.1290 -0.1944 0.1233
C -0.25092 1.65527 0.71474 -0.2002 0.0061 0.1958
C -1.28398 0.80795 0.16875 0.2576 0.6388 -0.6236
C -2.44250 1.46020 -0.39873 0.0245 -0.0531 0.1733
C -2.57331 2.81697 -0.37644 -0.0546 0.1014 0.0234
H 0.38669 3.66362 1.13411 -0.0035 0.0010 0.0005
H 0.63511 1.20743 1.14441 0.0573 -0.0385 -0.0864
H -3.23541 0.85831 -0.82847 0.0255 -0.0189 -0.0494
H -3.44107 3.32220 -0.77926 0.0060 -0.0031 -0.0053
Te -0.50582 -0.51730 -1.34571 0.1678 -0.0422 -0.3709
C 1.52200 -0.62762 -1.04728 0.1681 0.1273 0.0122
C 2.09924 -0.98111 0.17639 -0.0615 -0.0278 0.0453
C 3.47478 -1.06010 0.26587 -0.0036 0.0111 -0.0235
C 4.26137 -0.79051 -0.85364 0.0235 -0.0097 0.0149
C 3.68390 -0.44569 -2.06743 -0.0248 0.0175 -0.0003
C 2.30489 -0.35857 -2.17386 0.0036 -0.0238 -0.0423
H 1.47908 -1.20717 1.03611 0.0216 -0.0117 0.0038
H 3.94219 -1.33987 1.20000 -0.0118 -0.0029 0.0061
H 5.33823 -0.85893 -0.77544 -0.0006 -0.0034 -0.0003
H 4.30484 -0.24539 -2.92943 -0.0075 0.0024 -0.0065
H 1.85179 -0.09085 -3.12126 0.0245 -0.0002 -0.0064
```
Positions in Å, forces in eV/Å.

Calculated values
Total charge: +2
Multiplicity: 1

***

3 unconnected molecules or ions with the total composition C13H11Br3N2O4 in a non-equilibrium geometry. Source: OMol25; level of theory: the ωB97M-V functional and the def2-TZVPD basis.

Geometry as XYZ:
```
33
Properties=species:S:1:pos:R:3:forces:R:3
C 1.99234 4.91792 7.41220 -1.1429 -0.2497 0.3045
Br 2.75939 5.89450 8.97119 -0.2808 -0.6494 -1.4123
Br 1.78506 2.97933 7.82303 0.5334 1.0163 -0.3503
Br 2.58521 5.33037 5.60360 0.5357 -0.2418 0.8052
H 0.95098 5.21954 7.29952 0.3457 0.1280 0.6659
C 3.67359 10.89652 14.67751 0.2296 1.4667 0.7039
C 2.90867 11.48315 13.69216 -0.3619 0.3488 0.1156
C 2.19985 12.66064 13.94927 0.4914 0.9140 1.4242
C 2.32786 13.25682 15.25020 -0.6362 -0.0711 -1.8755
C 3.10648 12.67475 16.21345 -0.0494 1.7062 0.8571
C 3.84170 11.59089 15.91028 0.2805 -3.9124 -1.3299
N 1.64794 14.57267 15.58911 -0.8606 -0.5778 -2.3959
O 1.29767 14.78548 16.72362 0.4974 0.0245 0.0686
O 1.38473 15.28435 14.60616 0.5206 -0.6935 1.4841
H 4.17820 9.97221 14.43784 0.2011 -0.0118 0.3278
H 2.90929 11.01509 12.71886 -0.4027 0.1117 -0.1406
H 1.62664 13.13853 13.16859 -0.0796 0.1040 0.1371
H 3.20520 13.16706 17.16963 -0.0988 -0.0297 0.1338
H 4.40806 11.00479 16.61889 0.2622 0.6147 0.4881
C -1.19136 4.20593 15.67798 -0.1468 1.3962 -2.1733
C -0.90220 5.58356 15.83725 -1.4841 -2.3603 1.2619
C -1.26996 6.52401 14.90915 1.2256 0.7633 -2.1819
C -1.65508 6.15187 13.58300 -1.0584 -2.8089 1.3752
C -1.91823 4.74555 13.39082 0.6396 0.6704 0.2527
C -1.68745 3.81683 14.40496 0.9733 0.5380 1.9389
N -1.91515 7.07423 12.43909 1.4714 1.2382 1.8328
O -1.81689 6.59428 11.32703 -0.6250 0.7361 0.4477
O -2.02548 8.27788 12.76346 -0.1931 -2.1100 -1.2289
H -0.99705 3.47023 16.44438 0.0539 0.0847 0.0522
H -0.61965 5.84405 16.84656 0.4171 0.6087 -0.1396
H -0.91384 7.51409 15.15274 -0.6360 0.4486 -0.3405
H -2.22632 4.26280 12.47515 -0.1139 0.7847 -0.4384
H -1.76090 2.74462 14.29838 -0.5082 0.0128 -0.6704
```
Positions in Å, forces in eV/Å.

Calculated values
Multiplicity: 1
ΔE to the lowest compared entry with this formula, charge and spin, kcal/mol: 39.7

***

A molecular structure, C13H11BrCl2InNO4. Source: OMol25; level of theory: the ωB97M-V functional and the def2-TZVPD basis.

Geometry as XYZ:
```
33
Properties=species:S:1:pos:R:3:forces:R:3
In -0.27088 -0.52060 0.96126 0.1329 -0.1852 -0.1148
O -0.73281 -6.16016 -1.55149 0.0060 0.0010 -0.0029
C -0.78142 -4.97408 -0.99147 -0.0178 -0.0089 0.0061
C -1.96715 -4.27045 -0.72610 0.0004 -0.0150 0.0000
C -1.88839 -3.03992 -0.13550 0.0290 0.0184 0.0356
N -0.70728 -2.47635 0.20347 -0.0294 -0.0180 -0.0462
C 0.42199 -3.16362 -0.06451 -0.0428 -0.0223 -0.0167
Br 1.99641 -2.24199 0.43230 0.0250 0.0105 0.0146
C 0.45264 -4.39424 -0.64412 0.0193 0.0161 0.0099
H -1.60322 -6.51900 -1.77860 -0.0045 -0.0021 -0.0033
H -2.93387 -4.68278 -0.98184 -0.0001 0.0007 0.0000
H -2.78043 -2.46861 0.08497 -0.0001 -0.0014 -0.0095
H 1.37662 -4.91779 -0.84387 -0.0013 -0.0020 0.0000
Cl -0.00993 -1.44296 3.51205 -0.1145 0.1194 0.0774
C -1.54027 -0.63969 3.96195 0.0091 0.0055 -0.1201
Cl -2.45207 -0.21957 2.46124 0.0377 -0.0132 0.1126
H -1.31774 0.28373 4.48385 0.0131 0.0006 -0.0070
H -2.14690 -1.33020 4.53634 0.0021 -0.0087 -0.0051
O 0.25215 2.45769 -2.75168 0.0051 0.0314 0.0146
C 0.79211 3.25722 -1.83157 0.0149 -0.0360 -0.0424
C 1.25246 4.50003 -2.26874 -0.0009 0.0082 0.0047
C 1.82948 5.37213 -1.37750 -0.0063 -0.0057 -0.0026
C 1.97464 5.04983 -0.01602 -0.0041 0.0001 0.0033
C 1.52937 3.84162 0.43155 -0.0032 0.0066 0.0020
C 0.92740 2.91786 -0.46245 0.0049 0.0088 0.0402
C 0.47429 1.67318 0.04303 -0.1146 -0.1370 -0.3374
O 0.57569 1.34083 1.29445 0.0276 -0.0515 0.2052
O -0.07833 0.75078 -0.71091 0.0287 0.2925 0.1823
H -0.02845 1.62081 -2.35443 -0.0168 -0.0126 -0.0002
H 1.14252 4.74600 -3.31552 0.0005 0.0018 0.0008
H 2.18136 6.33078 -1.73583 0.0007 0.0001 0.0017
H 2.43271 5.75336 0.66353 0.0025 0.0013 -0.0035
H 1.62728 3.56613 1.47213 -0.0031 -0.0034 0.0006
```
Positions in Å, forces in eV/Å.

Calculated values
Total charge: +2
Multiplicity: 1
ΔE to the lowest compared entry with this formula, charge and spin, kcal/mol: 0.0

***

Results for orbital gap: 6.1, 6.2, 9.2, 6.4 (in eV, following the order of the records).